The following is a quantum chemistry calculation of 2 unconnected molecules or ions with the total composition C2HClF3N, from the Open Molecules 2025 dataset.

The calculation puts the largest force on an atom at 2.11 eV Å⁻¹. The value obtained for the LUMO energy (spin up / spin down) is -0.059 / -0.116 hartree. For the relative energy (zero: lowest compared OMol25 entry of this formula, charge and spin), the calculation gives 82.01 kcal/mol. The charge is 0. The calculation puts the gap between HOMO and LUMO (spin up / spin down) at 8.69 / 5.54 eV.

The geometry in XYZ format:
```
8
Properties=species:S:1:pos:R:3:forces:R:3
C 0.4081 -0.2152 0.1393 -0.684 -0.644 -0.267
C -0.7010 0.8001 -0.3033 0.548 1.128 -0.589
N 1.0537 -0.2866 1.1220 0.958 0.599 0.474
F -0.4661 2.0047 0.2516 0.783 -0.212 -0.075
F -1.8999 0.4960 0.0562 -1.299 -1.442 0.830
F -0.7132 0.9431 -1.6189 0.631 -0.151 -0.182
Cl 0.4107 -3.1633 -1.2564 -0.017 0.992 0.381
H 1.9078 -0.5787 1.6095 -0.920 -0.271 -0.573
```
Positions in Å, forces in eV/Å.